Molecular formula: C4H14NO2S
Method: DFT, wB97M-V/def2-TZVPD

```
22
Properties=species:S:1:pos:R:3:forces:R:3:lowdin_charge:R:1
C 1.496906 1.131517 0.561396 -1.896 0.616 -2.233 -0.181
O 2.381842 1.343032 -0.508670 -1.682 -0.466 -0.613 -0.012
C 0.315915 0.363636 -0.192147 0.640 2.609 0.401 -0.280
C -0.870615 1.341438 -0.068350 0.111 1.405 -0.022 -0.279
C -1.894975 1.313229 -1.234469 -0.345 2.838 0.747 -0.565
S -3.005816 0.055709 -0.757524 -0.479 -0.687 2.614 0.793
N 0.152005 -1.013309 0.331080 -4.703 -1.280 0.753 0.161
H 1.113366 2.127974 0.957112 0.719 -1.519 0.003 0.142
H 1.856295 0.473662 1.290002 1.046 -0.645 1.539 0.099
H 3.223329 1.522574 -0.193471 2.652 0.743 0.867 0.067
H 0.655692 0.321956 -1.250357 -0.332 -0.301 0.779 0.164
H -0.363218 2.345428 -0.024772 -0.751 -0.841 -0.626 0.120
H -1.312882 1.322234 0.958718 -0.064 -0.403 -0.769 0.128
H -1.345116 1.270287 -2.163558 -0.117 -0.528 -0.333 0.085
H -2.546855 2.285097 -1.297938 1.607 -1.515 0.268 0.113
H -3.332128 -0.604355 -1.782260 -0.456 -0.976 -2.390 -0.180
H 0.049815 -1.710284 -0.481078 0.263 0.971 1.877 0.192
H 0.826642 -1.332131 1.012505 0.866 -0.391 -0.287 0.104
H -0.829873 -1.107782 0.982970 2.921 0.376 -2.649 0.242
H 0.404030 -4.062026 1.498151 0.791 0.365 -0.385 0.078
H 1.943699 -3.885223 1.304341 -0.536 0.085 -0.128 0.072
O 1.081941 -3.502663 1.058315 -0.256 -0.457 0.588 -0.065
```
Positions in Å, forces in eV/Å.

Output
Total charge: +1
E_HOMO (eV): -12.57
HOMO-LUMO gap (eV): 9.29
ΔE to the lowest compared entry with this formula, charge and spin (eV): 1.987
Lowest unoccupied orbital energy (eV): -3.279


Molecular formula: C34H39BrN4O2P2Ru
Method: DFT, wB97M-V/def2-TZVPD

```
83
Properties=species:S:1:pos:R:3:forces:R:3:mulliken_spin:R:1
Ru -0.345006 1.524832 -3.719557 2.420 -3.819 -0.798 1.901
C -1.864817 1.607038 -6.398261 -0.838 -0.703 -0.007 -0.063
C -1.779056 0.295375 -6.109464 -0.695 0.390 -1.247 0.130
C -0.810602 -0.621771 -6.781316 0.429 -0.246 -0.230 -0.033
C 0.621924 -0.055781 -6.876288 -0.072 -1.408 0.103 0.031
C 1.076076 0.603641 -5.600940 0.179 3.298 0.205 -0.134
C 0.761872 1.990847 -5.269256 2.734 -1.011 -3.364 0.085
C 0.209152 2.932515 -6.309014 0.224 0.118 0.101 -0.019
C -0.908135 2.396443 -7.201846 -0.176 0.456 -0.282 -0.004
C 0.796828 1.131186 -1.188034 1.280 -1.183 1.881 0.056
H -2.757551 2.166236 -6.138478 0.201 -0.238 0.304 0.009
H -2.624252 -0.222268 -5.652691 0.249 0.398 0.031 0.013
H -1.146188 -0.865330 -7.807886 -0.073 0.010 0.508 0.000
H -0.785358 -1.571699 -6.217124 -0.036 0.215 -0.458 -0.004
H 1.269079 -0.930596 -7.021402 -0.006 0.149 -0.047 0.000
H 0.776211 0.538724 -7.797867 -0.052 0.022 0.869 -0.001
H 2.065163 0.246854 -5.263908 -0.879 0.215 0.332 -0.006
H 1.656165 2.406587 -4.818243 -0.179 0.405 0.355 -0.006
H 1.077889 3.125955 -6.929745 0.174 0.507 -0.253 0.002
H -0.086727 3.885301 -5.831729 0.085 -0.391 -0.245 -0.009
H -1.432143 3.287304 -7.552203 -0.017 -0.207 -0.348 0.001
H -0.567608 1.829026 -8.079266 -0.001 0.444 0.358 0.000
H -0.007933 1.738256 -0.704998 0.278 -0.590 -1.771 -0.023
H 1.698994 1.753551 -1.061820 -0.081 -0.868 0.001 0.002
H 0.729926 0.299352 -0.481130 0.787 -0.025 0.680 0.002
P 1.168560 -0.067890 -2.698004 1.679 2.530 -1.725 0.054
P -1.653296 -0.996834 -1.538228 -0.995 0.001 0.604 0.339
N 2.875665 0.830584 -3.155521 -1.784 0.095 0.582 -0.017
N 2.422110 -1.437215 -1.759325 -0.716 0.235 0.178 0.065
N -2.283964 0.409146 -2.329655 0.177 1.662 -0.878 -0.007
N -2.951610 -2.023059 -1.153443 -0.366 -0.525 0.257 -0.005
C 0.289242 -1.516079 -3.657969 -0.077 -0.501 -0.060 0.000
C -1.113684 -1.881988 -3.137159 0.251 -0.715 0.301 0.307
C 2.795851 2.214665 -3.087699 1.071 0.768 0.145 0.036
C 3.991960 2.785776 -3.510569 -0.946 -0.751 -0.097 0.007
C 4.833869 1.726143 -3.952572 -1.191 -1.436 0.470 0.001
C 4.122288 0.530697 -3.706125 0.502 0.786 -0.178 0.003
C 3.246195 -1.127193 -0.693450 -0.921 0.155 -1.101 0.328
C 3.965293 -2.264725 -0.293636 -0.052 -2.478 -0.885 0.147
C 3.540255 -3.330817 -1.132047 1.159 1.119 1.734 0.114
C 2.583472 -2.796296 -2.005790 -0.473 1.495 0.033 0.339
C -1.669628 1.694662 -2.174763 -3.575 1.639 0.503 -0.161
C -2.172886 2.573031 -3.220772 -2.384 -0.829 2.252 0.237
C -3.216104 1.833711 -3.859079 0.061 -1.097 0.289 -0.104
C -3.132920 0.509852 -3.430153 -0.390 1.185 0.938 0.088
C -4.212282 -2.122457 -1.748901 -0.020 -1.262 0.585 0.006
C -4.954798 -3.079002 -1.080050 0.887 0.770 -0.354 -0.001
C -4.145088 -3.583951 -0.021642 1.004 0.805 -0.188 0.004
C -2.928101 -2.923064 -0.063769 -1.067 -0.335 -0.881 0.001
H 0.921839 -2.414502 -3.674073 -0.308 0.573 0.078 -0.033
H 0.214501 -1.177146 -4.704107 0.238 -0.006 1.042 0.030
H -1.922341 -1.735316 -3.880173 0.541 -0.004 0.241 -0.037
H -1.138191 -2.944935 -2.829905 0.043 0.465 -0.192 0.034
H 1.896311 2.741996 -2.772792 0.452 -0.236 0.002 -0.023
H 4.195319 3.845942 -3.550757 -0.003 -0.103 0.043 0.001
H 5.814848 1.809476 -4.419516 -0.338 -0.147 0.344 0.000
H 4.413014 -0.491673 -3.857325 0.098 -0.142 -0.083 0.005
H 3.269157 -0.133797 -0.258762 0.005 -0.128 -0.197 0.018
H 4.698137 -2.323719 0.502044 -0.163 0.084 -0.133 0.001
H 3.854762 -4.369556 -1.118679 0.013 0.299 0.059 0.000
H 2.021775 -3.327034 -2.771095 0.359 0.160 0.384 0.028
H -1.670734 2.160301 -1.202663 0.661 -0.462 0.257 -0.024
H -2.172395 3.650358 -3.079587 0.250 -0.153 -0.278 -0.006
H -3.977788 2.198398 -4.538953 0.384 -0.102 -0.064 0.001
H -3.638052 -0.371994 -3.760885 -0.241 0.069 -0.280 0.000
H -4.399444 -1.657459 -2.684068 -0.394 0.379 -0.188 -0.003
H -5.946086 -3.399447 -1.352953 -0.020 0.054 0.045 0.000
H -4.406193 -4.351787 0.685342 -0.009 -0.031 0.021 0.000
H -2.003749 -3.122821 0.434149 0.169 0.110 0.441 -0.003
Br -2.522387 2.433955 1.405410 0.111 -0.172 0.324 0.004
C -2.208184 1.091102 2.730852 -0.262 -0.683 0.371 -0.001
C -2.610364 1.406101 4.034369 -0.036 0.248 -0.037 0.001
C -2.390581 0.546979 5.103692 0.688 -0.820 -0.689 -0.001
C -1.763739 -0.675799 4.830312 -0.320 -0.197 0.022 0.000
C -1.425121 -1.052241 3.532285 -0.148 0.419 0.107 0.001
C -1.644554 -0.178123 2.456907 0.177 0.594 -0.141 0.019
C -1.143942 -0.624859 1.109138 0.138 0.240 -0.192 0.027
O -0.174666 -1.349779 0.954033 -0.542 0.186 0.042 0.012
O -1.840128 -0.142017 0.049858 0.593 -0.304 0.074 0.239
H -3.111743 2.338747 4.244843 0.077 0.195 -0.242 0.000
H -2.660340 0.795379 6.130545 -0.046 0.078 -0.422 0.000
H -1.595715 -1.379730 5.636299 0.059 0.049 -0.030 0.000
H -0.999630 -2.032475 3.331105 0.008 0.234 0.070 0.000
```
Positions in Å, forces in eV/Å.

Output
Total charge: +2
Spin multiplicity: 5
E_HOMO (spin up / spin down) (eV): -13.23 / -13.27
HOMO-LUMO gap (spin up / spin down) (eV): 6.59 / 4.52
ΔE to the lowest compared entry with this formula, charge and spin (eV): 0.552
Lowest unoccupied orbital energy (spin up / spin down) (eV): -6.638 / -8.748


Molecular formula: C15H14FNO4S
Method: DFT, wB97M-V/def2-TZVPD

```
36
Properties=species:S:1:pos:R:3:forces:R:3:lowdin_charge:R:1
C -2.904206 -1.250639 1.311650 -0.704 -7.513 -7.798 0.012
C -1.683798 -2.228498 1.577809 -7.731 -1.094 1.348 -0.211
H -1.723826 -3.014186 0.913135 -1.734 -2.565 -0.911 0.100
H -1.833613 -2.546860 2.604780 0.874 -0.034 0.226 0.141
O -0.525841 -1.790168 1.277329 0.550 6.751 17.974 0.110
C -0.001127 -1.815467 0.283128 8.875 1.632 -11.185 -0.625
O -0.540375 -2.416532 -0.543190 -1.319 -3.420 -8.054 0.173
C 1.383195 -1.101931 0.078949 -4.281 -4.693 -0.701 -0.118
C 2.280574 -1.684245 -0.754402 5.742 2.374 0.429 -0.022
C 3.644810 -1.239479 -0.796714 -2.933 3.099 0.550 0.045
C 3.905612 0.134634 -0.045597 3.907 -5.830 -5.332 -0.044
C 2.951881 0.633618 0.681597 0.794 -0.096 2.677 -0.116
C 1.796342 -0.165318 0.820037 -0.610 10.204 5.816 -0.163
N 0.904542 0.791742 1.798342 -1.442 -6.874 -0.728 -0.073
S 0.340302 2.193857 1.119659 -6.082 -3.859 9.475 0.558
O 1.397054 3.031997 1.149306 5.455 4.670 -2.481 -0.203
O -0.620471 2.440730 2.237326 0.173 0.453 -2.672 -0.343
C -0.515893 1.753503 -0.218785 3.881 1.158 -5.680 -0.255
C 0.314823 1.612959 -1.524432 -5.364 -0.095 5.550 -0.268
C -0.488336 1.140512 -2.484063 0.834 -3.108 -7.582 -0.059
C -1.885353 0.991210 -2.665488 3.734 4.582 13.271 0.084
C -2.660438 1.412721 -1.268510 4.378 -1.349 -6.892 0.008
C -1.864169 1.830479 -0.232007 -4.317 -0.688 2.684 -0.133
H -2.432423 2.023636 0.799964 1.668 -0.068 -2.310 0.171
H -3.621347 1.423664 -1.652057 -2.437 0.377 1.297 0.062
H -2.282190 0.692055 -3.467819 -3.195 -2.389 -6.004 0.010
H 0.119234 0.669252 -3.488410 -1.320 1.682 2.670 0.185
F 1.583236 1.776788 -1.535814 1.294 0.004 -0.522 0.166
H 0.019854 0.111525 2.187220 3.065 2.974 -1.499 0.191
H 3.340364 1.394322 1.398459 -1.544 -0.246 -0.632 0.146
H 4.966104 0.461769 -0.216425 -1.357 0.249 0.607 0.116
H 4.282147 -1.686406 -1.580692 0.043 0.393 0.984 0.094
H 2.055165 -2.536059 -1.203385 -1.187 -3.554 -2.301 0.070
H -2.905000 -0.478156 1.810973 0.133 7.577 5.885 -0.052
H -3.947610 -1.791993 1.414523 2.306 0.887 -0.189 0.130
H -2.849220 -0.775043 0.213590 -0.147 -1.590 2.030 0.110
```
Positions in Å, forces in eV/Å.

Output
E_HOMO (eV): -9.22
SMILES: CCOC(=O)c1ccccc1NS(=O)(=O)c1ccccc1F
HOMO-LUMO gap (eV): 8.47
ΔE to the lowest compared entry with this formula, charge and spin (eV): 12.200
Lowest unoccupied orbital energy (eV): -0.754


Molecular formula: C6H14N2O2S
Method: DFT, wB97M-V/def2-TZVPD

```
25
Properties=species:S:1:pos:R:3:forces:R:3:lowdin_charge:R:1
C 3.027349 -1.663521 0.569518 4.222 -1.210 -0.650 -0.476
C -2.291410 -1.026564 -1.403518 1.379 -2.025 0.355 -0.063
C -1.228620 -0.871467 0.794017 -1.134 -1.725 1.835 -0.093
C 1.815008 1.915377 1.284742 0.160 -0.356 -1.319 -0.187
C 0.278288 -0.725000 -1.218087 -1.459 -3.014 -2.865 -0.303
C -1.113399 -0.429979 -0.647530 -0.106 -0.323 0.400 -0.445
N 2.647941 -0.926804 -0.460060 -3.906 3.697 -1.395 0.118
N 1.123026 -0.158358 -0.304116 6.219 -0.537 1.625 -0.280
O 2.454381 -2.147337 1.476243 -2.238 -0.353 1.890 0.053
O 2.641127 1.761735 -1.087606 1.820 0.439 -1.795 -0.511
S 1.350040 1.525362 -0.487756 -0.884 -0.059 2.526 0.903
H 4.143223 -1.995157 0.461647 -1.089 0.821 -0.408 0.152
H -2.183939 -2.142669 -1.184021 -0.117 1.123 -0.806 0.102
H -3.261139 -0.830826 -0.991933 -0.448 0.766 0.094 0.071
H -2.211211 -0.855987 -2.465843 -0.342 0.080 -0.347 0.071
H -1.982129 -0.305262 1.386621 0.342 0.007 -0.683 0.091
H -0.365469 -0.959974 1.471285 0.112 0.336 -0.815 0.074
H -1.661236 -1.893615 0.775487 0.285 0.262 0.214 0.077
H 2.850134 1.476505 1.271562 -1.105 0.331 0.631 0.063
H 1.088109 1.579581 2.024087 0.309 -0.386 -0.085 0.048
H 1.864366 3.004679 1.324121 0.172 -0.062 -0.101 0.039
H 0.495002 -1.843369 -1.248501 -0.509 1.226 0.291 0.153
H 0.487123 -0.426199 -2.299818 -0.710 0.070 1.038 0.139
H -1.116524 0.619155 -0.536386 -0.577 1.611 -0.671 0.082
H 3.253342 -0.328750 -1.061830 -0.395 -0.719 1.040 0.123
```
Positions in Å, forces in eV/Å.

Output
E_HOMO (eV): -9.47
HOMO-LUMO gap (eV): 9.99
ΔE to the lowest compared entry with this formula, charge and spin (eV): 3.478
Lowest unoccupied orbital energy (eV): 0.521


Values of largest force on an atom, in order: 4.93 4.59 19.21 6.45, all in eV Å⁻¹.
Values of calculated total energy, in order: -763.922184 -5039.134362 -1433.314256 -895.064593, all in Eh.